Entry 1:
{
  "formula": "C51H55I2N3O5P2Y",
  "method": "ωB97M-V/def2-TZVPD",
  "total_energy_ev": -104308.821,
  "homo_lumo_gap_ev": 4.39,
  "e_homo_ev": -7.7,
  "total_charge": 1,
  "largest_force_ha_per_bohr": 0.037,
  "de_lowest_kcal_mol": 46.22,
  "multiplicity": 1,
  "elements": ["Y", "C", "P", "C", "C", "C", "C", "C", "C", "C", "C", "C", "C", "C", "C", "C", "C", "C", "C", "C", "P", "C", "C", "C", "C", "C", "C", "C", "C", "C", "C", "C", "C", "N", "H", "H", "H", "H", "H", "H", "H", "H", "H", "H", "H", "H", "H", "H", "H", "H", "H", "H", "H", "H", "H", "H", "H", "H", "H", "H", "C", "O", "C", "C", "C", "C", "C", "C", "O", "C", "O", "C", "H", "H", "H", "H", "H", "H", "H", "H", "H", "I", "I", "C", "C", "O", "H", "H", "H", "H", "H", "H", "C", "C", "N", "C", "C", "C", "O", "C", "C", "C", "C", "N", "C", "H", "H", "H", "H", "H", "H", "H", "H", "H", "H", "H", "H", "H", "H"],
  "positions_angstrom": [[-0.23860, -0.21642, 0.65419], [1.36256, 1.48172, -1.96044], [0.14945, 0.64794, -3.06418], [0.93687, 0.48761, -4.68694], [2.27914, 0.11158, -4.75027], [2.90270, 0.02323, -5.98070], [2.20629, 0.33622, -7.14157], [0.88071, 0.73374, -7.07328], [0.24104, 0.80553, -5.84636], [-1.36320, 1.60434, -3.28770], [-1.35990, 2.94408, -2.90506], [-2.48886, 3.71982, -3.08078], [-3.62519, 3.16918, -3.65266], [-3.62534, 1.83801, -4.04988], [-2.50463, 1.04933, -3.87178], [2.27340, 0.58213, -1.17933], [3.61517, 0.28547, -1.33566], [3.98401, -0.50555, -0.23282], [2.85983, -0.63745, 0.55436], [2.61595, -1.41199, 1.82130], [1.26869, -2.57309, 1.26912], [0.78822, -3.58801, 2.71807], [-0.55328, -3.53745, 3.09424], [-1.00208, -4.24943, 4.19287], [-0.10920, -5.01105, 4.92895], [1.22150, -5.07910, 4.54633], [1.67407, -4.37518, 3.44404], [2.21277, -3.80478, 0.29857], [3.57829, -4.03820, 0.42652], [4.17874, -5.07015, -0.27249], [3.43035, -5.87180, -1.11774], [2.07532, -5.62678, -1.27566], [1.47199, -4.59971, -0.57382], [1.80584, 0.01866, -0.02229], [0.76487, 2.07516, -1.25558], [1.92797, 2.16477, -2.60236], [2.81404, -0.12483, -3.84005], [3.93451, -0.28531, -6.03741], [2.69863, 0.29178, -8.10104], [0.33945, 1.00116, -7.97031], [-0.79192, 1.11531, -5.78674], [-0.48012, 3.38087, -2.46094], [-2.48433, 4.74597, -2.74731], [-4.50436, 3.77843, -3.78729], [-4.52754, 1.41091, -4.46267], [-2.50978, 0.00563, -4.16410], [4.27121, 0.60570, -2.12352], [4.95935, -0.91240, -0.04292], [2.21416, -0.76759, 2.61807], [3.51522, -1.90282, 2.19808], [-1.24665, -2.94213, 2.50392], [-2.04386, -4.20307, 4.47568], [-0.45389, -5.56777, 5.78792], [1.90814, -5.68411, 5.11504], [2.70990, -4.43216, 3.13527], [4.19539, -3.42426, 1.06301], [5.23685, -5.25495, -0.14670], [3.90761, -6.67752, -1.65355], [1.47753, -6.23500, -1.93866], [0.41153, -4.41536, -0.69300], [1.65892, -3.43698, -6.31766], [0.52321, -4.10646, -5.81454], [-0.11184, -3.62293, -4.73626], [-1.19497, -4.36573, -4.24620], [-1.82050, -3.97334, -3.09312], [-1.45074, -2.81153, -2.38873], [-1.97014, -2.58415, -1.04842], [-3.30353, -3.13812, -0.65933], [-1.27129, -2.00891, -0.18849], [-0.44019, -2.01249, -2.95903], [-0.10032, -0.78005, -2.35755], [0.24094, -2.44148, -4.08076], [2.05667, -4.08448, -7.09558], [2.41511, -3.29319, -5.54174], [1.40015, -2.46556, -6.74836], [-1.50270, -5.25703, -4.76670], [-2.59834, -4.59729, -2.68867], [-3.19616, -4.19590, -0.41822], [-4.03352, -3.02516, -1.45392], [-3.65515, -2.62404, 0.23271], [1.06845, -1.85575, -4.43682], [-2.62365, 0.95829, -0.16983], [-5.92678, 2.51109, -1.31089], [1.25693, 4.70643, 0.83284], [0.24260, 3.65800, 1.26599], [0.72843, 2.32100, 1.08406], [0.87449, 5.69582, 1.06875], [1.45528, 4.65387, -0.23544], [2.20007, 4.57252, 1.36133], [-0.67135, 3.73049, 0.66793], [-0.00757, 3.80467, 2.32439], [1.65136, 2.31909, 1.38119], [-4.56123, 5.57125, 4.85173], [-5.11872, 4.15153, 4.83728], [-4.22766, 3.18247, 4.20903], [-4.48654, 2.84091, 2.82599], [-3.97045, 3.91275, 1.86796], [-3.21199, 2.75558, 4.97731], [-3.00058, 3.21501, 6.09107], [-2.32175, 1.60994, 4.55244], [-1.97577, 0.72906, 5.58024], [-1.06825, -0.28414, 5.33230], [-0.53550, -0.39720, 4.06053], [-0.85351, 0.42647, 3.05747], [-1.70415, 1.42990, 3.32283], [-5.24301, 6.22256, 5.39250], [-4.44052, 5.95602, 3.84392], [-3.59764, 5.58308, 5.35385], [-6.07489, 4.11788, 4.31378], [-5.26640, 3.83163, 5.87197], [-5.56549, 2.74776, 2.68066], [-4.04123, 1.87224, 2.60159], [-4.55494, 4.82210, 1.96798], [-4.06106, 3.55985, 0.84599], [-2.93013, 4.15413, 2.07300], [-2.40745, 0.87167, 6.55811], [-0.76199, -0.96227, 6.11404], [0.17964, -1.18520, 3.84164], [-1.89423, 2.12115, 2.51232]],
  "atomic_forces_ev_per_a": [[-1.199, 0.592, 1.326], [-0.382, -0.157, -0.035], [-0.251, 0.955, -0.859], [-0.114, 0.021, 0.515], [0.014, 0.008, -0.053], [0.083, -0.007, 0.048], [-0.121, 0.099, -0.003], [-0.001, -0.007, -0.072], [-0.152, -0.002, 0.089], [0.816, -0.382, 0.134], [0.170, -0.085, 0.026], [0.091, -0.014, -0.090], [0.103, 0.142, 0.067], [-0.005, -0.315, -0.118], [0.028, -0.043, -0.012], [0.276, 0.140, -0.151], [-0.420, 0.163, -0.194], [-0.113, -0.138, 0.367], [0.617, -0.044, 0.134], [-0.285, -0.026, -0.272], [1.114, -0.847, 1.092], [-0.228, 0.354, -0.254], [0.056, -0.027, -0.214], [-0.129, 0.024, 0.104], [-0.103, -0.017, -0.083], [0.158, -0.013, 0.042], [0.003, 0.097, -0.055], [-0.331, 0.247, -0.322], [-0.091, 0.105, 0.075], [0.086, -0.073, 0.000], [-0.029, 0.013, -0.045], [-0.059, -0.086, -0.081], [0.010, 0.113, 0.104], [1.076, 0.077, -0.617], [0.109, 0.035, -0.141], [-0.143, -0.042, 0.053], [0.096, -0.060, 0.016], [0.144, 0.003, 0.000], [0.083, -0.044, -0.067], [0.014, -0.029, -0.027], [-0.040, 0.061, -0.044], [0.115, 0.119, 0.114], [-0.039, 0.090, -0.020], [-0.094, -0.074, 0.037], [-0.015, -0.021, 0.002], [-0.109, -0.048, -0.010], [0.059, 0.137, -0.175], [0.146, -0.072, 0.100], [0.166, -0.131, -0.038], [-0.155, 0.099, 0.002], [-0.017, -0.064, 0.104], [-0.065, -0.016, 0.028], [-0.007, -0.027, 0.057], [0.123, -0.095, 0.075], [0.063, -0.077, 0.066], [0.019, 0.064, 0.091], [0.028, 0.016, -0.021], [0.013, -0.091, -0.068], [0.006, -0.087, -0.067], [-0.076, -0.018, -0.021], [0.386, 0.243, -0.166], [-0.595, -0.115, 0.471], [-0.207, -0.075, 0.159], [0.216, 0.000, -0.203], [0.095, 0.343, 0.143], [0.440, 0.445, -0.212], [0.145, 0.192, 0.784], [0.123, 0.207, 0.227], [-0.854, -0.606, -0.961], [-0.162, -0.206, 0.110], [0.005, -0.504, -0.171], [0.327, 0.225, -0.120], [0.003, 0.077, 0.039], [-0.005, -0.057, 0.011], [-0.080, -0.041, 0.040], [0.013, -0.139, -0.066], [-0.174, -0.081, 0.057], [-0.015, -0.132, -0.019], [-0.044, -0.029, -0.116], [0.031, 0.038, -0.016], [-0.022, -0.069, -0.097], [-0.472, 0.438, -0.210], [-0.139, -0.003, 0.058], [-0.198, -0.374, 0.022], [-0.265, 0.466, 0.111], [0.196, -0.255, -0.027], [-0.003, 0.099, 0.000], [0.003, -0.003, -0.111], [0.093, 0.038, 0.090], [0.049, -0.063, 0.165], [-0.076, -0.021, -0.150], [-0.172, -0.256, -0.169], [-0.033, -0.167, -0.034], [0.003, 0.372, 0.310], [-0.130, -0.088, 0.309], [0.123, 0.068, -0.500], [-0.095, -0.274, 0.048], [-0.089, 0.052, -0.215], [0.101, -0.072, 0.296], [0.403, -0.206, 0.055], [0.051, -0.038, -0.283], [-0.011, 0.108, -0.055], [0.106, -0.177, 0.147], [0.291, -0.304, -0.185], [-0.374, 0.345, -0.023], [-0.045, 0.100, 0.040], [0.004, 0.100, -0.084], [0.040, 0.036, 0.058], [0.057, -0.069, -0.015], [-0.099, -0.003, -0.134], [0.097, -0.163, 0.076], [-0.113, -0.013, -0.041], [-0.037, 0.109, -0.055], [-0.134, 0.026, -0.193], [0.250, 0.052, 0.102], [-0.033, 0.046, 0.094], [0.012, -0.088, -0.006], [-0.088, 0.080, 0.037], [-0.013, -0.112, -0.060]]
}

***

Entry 2:
{
  "formula": "C15H12F5IN2O4TeW",
  "method": "ωB97M-V/def2-TZVPD",
  "total_energy_ev": -57711.450,
  "homo_lumo_gap_ev": 5.64,
  "e_homo_ev": -15.0,
  "total_charge": 2,
  "largest_force_ha_per_bohr": 0.020,
  "de_lowest_kcal_mol": 32.49,
  "multiplicity": 1,
  "elements": ["W", "C", "C", "N", "C", "C", "C", "O", "C", "C", "N", "C", "C", "C", "C", "C", "C", "I", "C", "O", "H", "H", "H", "H", "H", "H", "H", "H", "H", "H", "H", "H", "F", "Te", "F", "F", "F", "F", "O", "O", "C"],
  "positions_angstrom": [[-1.72003, -0.21751, -0.12593], [0.91401, 2.39929, 2.49925], [0.49691, 3.03828, 1.21072], [0.69361, 4.33984, 1.05510], [0.35428, 4.94978, -0.07958], [-0.18886, 4.29705, -1.17431], [-0.50393, 5.03442, -2.45280], [-1.61849, 4.45547, -3.12310], [-0.41445, 2.91896, -1.03121], [-0.73588, 2.06645, -2.13826], [-1.08347, 0.83839, -1.92380], [-1.22696, -0.18641, -2.86054], [-1.56424, -0.22038, -4.18648], [-1.90927, -1.45303, -4.75186], [-2.00300, -2.63722, -4.00763], [-1.66735, -2.62843, -2.67325], [-1.24009, -1.40127, -2.10101], [0.50046, -1.79950, -0.88158], [-0.10368, 2.29566, 0.18807], [-0.31259, 0.97966, 0.40048], [1.33587, 3.15632, 3.15358], [1.65649, 1.61796, 2.33172], [0.06405, 1.93401, 3.00246], [0.52061, 6.02061, -0.11715], [0.35967, 4.97995, -3.12301], [-0.66440, 6.08972, -2.23358], [-2.35791, 5.07175, -3.13118], [-0.58750, 2.41326, -3.15482], [-1.63365, 0.68043, -4.78355], [-2.15300, -1.46828, -5.80694], [-2.31375, -3.55895, -4.47896], [-1.71049, -3.52444, -2.06861], [-3.30981, 0.04781, -1.02163], [-2.84288, 0.02353, 2.89561], [-2.68102, 1.22392, 0.86642], [-2.85159, -1.47416, 3.96313], [-2.44250, -1.92879, 0.11501], [-4.28121, -0.59566, 1.92986], [-1.46818, -0.63031, 1.84270], [3.29642, 1.71725, -2.15512], [2.31905, 1.27842, -2.48421]],
  "atomic_forces_ev_per_a": [[-0.314, 0.699, -0.244], [-0.020, -0.015, -0.001], [0.108, 0.176, 0.166], [-0.003, -0.161, 0.043], [-0.156, 0.033, -0.226], [0.076, 0.078, 0.100], [-0.038, -0.031, -0.042], [0.048, -0.047, 0.065], [-0.057, -0.139, -0.175], [0.245, 0.267, 0.285], [-0.293, -0.242, -0.186], [0.067, -0.656, 0.381], [-0.278, 0.422, -0.165], [0.046, 0.100, 0.031], [-0.004, 0.007, 0.233], [-0.336, 0.116, -0.268], [0.981, -0.212, 0.112], [-0.134, -0.045, -0.111], [-0.015, -0.134, -0.094], [0.356, 0.178, 0.059], [0.000, 0.013, -0.014], [-0.007, -0.006, -0.014], [0.000, -0.003, 0.000], [0.031, -0.008, 0.034], [0.005, -0.002, -0.006], [0.007, -0.004, 0.024], [0.027, -0.009, -0.009], [-0.008, -0.025, -0.048], [-0.009, 0.012, 0.029], [-0.010, -0.065, -0.001], [-0.021, 0.031, -0.053], [0.085, -0.024, -0.030], [-0.102, -0.083, -0.122], [0.161, -0.101, 0.295], [-0.263, 0.021, -0.206], [0.040, 0.048, 0.066], [0.106, -0.005, 0.053], [-0.013, -0.036, 0.004], [-0.315, -0.166, 0.036], [0.007, -0.027, -0.021], [0.002, 0.044, 0.019]]
}